{"formula": "C4H6NaO3", "method": "ωB97M-V/def2-TZVPD", "s_squared": 0.76, "total_charge": 2, "spin_multiplicity": 2, "total_energy_ev": -14783.8882, "e_above_lowest_ev": 0.208, "symbols": ["C", "H", "H", "O", "O", "C", "C", "Na", "H", "H", "H", "H", "C", "O"], "xyz": [[-1.4193, 2.2399, -0.4236], [3.3999, -0.8488, 1.2992], [-1.6601, 2.2002, 0.6438], [-0.0814, 1.7088, -0.6214], [-0.4951, -0.2672, 0.3859], [0.1950, 0.5853, -0.0913], [2.0796, -0.7337, -0.3973], [-2.1442, -1.7074, 0.8880], [-2.1209, 1.6455, -1.0183], [-1.3662, 3.2687, -0.7810], [2.5839, -1.1186, -1.4012], [3.3229, -2.3593, 0.1933], [3.1384, -1.2917, 0.3351], [1.6087, 0.4325, -0.1703]]}

***

{"formula": "C4H33BrFN2O16P", "method": "ωB97M-V/def2-TZVPD", "spin_multiplicity": 1, "total_energy_ev": -122473.3603, "symbols": ["H", "O", "H", "C", "H", "H", "H", "O", "H", "C", "H", "H", "H", "H", "H", "H", "H", "O", "O", "H", "H", "O", "O", "C", "H", "H", "H", "H", "H", "H", "H", "H", "O", "C", "H", "O", "O", "Br", "O", "H", "O", "H", "H", "H", "H", "O", "H", "O", "H", "F", "N", "O", "N", "O", "O", "P", "H", "H"], "xyz": [[-1.1206, -1.1131, -0.4797], [1.2401, 2.7396, 3.9614], [-5.8070, -2.6028, 0.8745], [2.3759, 2.5149, -0.3608], [-1.7157, 1.7450, 1.1553], [-7.5346, -1.9910, 2.4622], [-5.4126, -3.7775, 1.7515], [-8.4428, -2.0335, 2.7823], [5.5986, -0.6642, -1.8902], [2.3508, 3.5497, 0.6456], [-3.7489, 1.6727, -0.7991], [3.0604, 1.1145, -2.1199], [4.3343, 7.0392, 0.4892], [5.6610, 0.8494, -1.9550], [3.1394, -1.4270, 0.8868], [0.3703, 3.0987, 4.1593], [3.1635, 1.8103, -0.0886], [7.6305, -1.1892, -1.4957], [-6.4732, -3.1633, -1.8590], [-1.2136, -4.6996, 2.2149], [8.5296, -0.8482, -1.4762], [-3.5019, -2.2829, -1.5901], [2.9008, 1.7982, -2.7900], [1.0635, 1.7140, -0.4159], [5.8103, 6.7607, 0.2512], [3.0014, -1.4127, -2.3652], [7.5107, -1.5963, -0.6305], [-2.2283, -5.6544, 2.8309], [-8.5563, -2.9492, 3.0501], [-3.2442, -1.7205, 1.0983], [-2.2395, -2.5087, 1.9229], [1.6173, -1.2301, -2.9827], [-3.2197, 1.4565, -1.5755], [1.1061, 0.6673, 0.6085], [-7.1871, -2.6846, -2.2916], [5.0356, 0.1206, -1.8776], [-2.3020, -1.9139, 1.1664], [4.9180, 3.8175, -1.7446], [2.1997, -0.8859, -2.2989], [0.9292, 1.2347, -1.3823], [4.9517, 6.7290, -0.1808], [1.4742, 3.1282, 3.1108], [-2.1218, -0.3183, -1.2998], [-2.3184, 1.6438, -1.2938], [-2.4021, 0.6839, 1.9984], [-2.5429, 1.5555, 1.6100], [4.2467, -1.0779, -0.0859], [4.0284, -1.6923, 0.6217], [-2.7238, -2.8403, -1.6933], [-0.0511, 2.5122, -0.1348], [2.3661, 4.3623, 1.4618], [-1.1785, -0.5183, -1.2393], [1.1955, -0.2723, 1.2645], [-2.1155, -4.7422, 2.5493], [-5.4815, -2.8174, 1.7579], [2.7836, 3.2289, -2.0543], [-3.9648, -2.3820, -2.4288], [-5.7445, -2.5375, -1.8056]]}

***

{"formula": "C3H7N2O", "method": "ωB97M-V/def2-TZVPD", "total_charge": 1, "spin_multiplicity": 1, "total_energy_ev": -8245.5927, "e_above_lowest_ev": 0.546, "symbols": ["H", "C", "N", "H", "H", "C", "H", "H", "C", "H", "H", "O", "N"], "xyz": [[-2.3422, 0.6170, -1.9503], [-0.4442, 0.5133, 0.8521], [0.6459, 1.0436, 0.2996], [-1.4693, -0.5706, -2.1391], [-1.3813, 1.0245, 0.9795], [0.8655, -1.1423, 0.1945], [1.2664, -2.1297, 0.2386], [2.2041, 0.1183, -0.9435], [1.4439, 0.0230, -0.1870], [0.9478, 2.0069, 0.2910], [-0.7700, -1.4412, 1.5185], [-1.5728, 0.1878, -1.5507], [-0.2348, -0.7895, 0.9637]]}

***

{"formula": "C27H42BClN8O4Os", "method": "ωB97M-V/def2-TZVPD", "spin_multiplicity": 1, "total_energy_ev": -64452.1765, "e_above_lowest_ev": 1.720, "symbols": ["H", "Os", "H", "H", "C", "C", "C", "C", "C", "C", "H", "H", "H", "N", "N", "C", "O", "C", "C", "C", "O", "C", "N", "H", "Cl", "H", "H", "C", "H", "H", "H", "N", "H", "H", "C", "H", "H", "H", "O", "H", "H", "C", "H", "C", "C", "H", "C", "H", "C", "H", "C", "C", "C", "N", "B", "H", "H", "H", "H", "H", "C", "C", "H", "N", "H", "O", "H", "H", "N", "C", "H", "H", "H", "H", "C", "H", "H", "H", "C", "C", "N", "H", "H", "H"], "xyz": [[-0.5031, -4.2901, 1.2291], [0.3246, 0.0306, -0.0114], [1.7563, 5.1484, -0.4986], [-3.0380, 0.0748, 1.7377], [-2.4878, 0.4347, 2.6037], [1.7665, 2.3196, -3.4133], [-3.0523, 0.4110, -2.6616], [4.3945, -0.2748, -1.0653], [0.1545, 3.6814, -0.4217], [-1.5537, -4.5717, -1.2649], [3.1912, -2.1939, 2.6700], [1.6858, 1.4093, 2.4211], [-2.3823, -3.8728, -1.1999], [3.0664, -0.2430, -1.2074], [1.6908, 1.2729, -2.5910], [-2.2574, 1.6090, -0.3553], [-2.7285, -1.8863, -0.2415], [1.1239, 3.3829, -2.8091], [-0.1868, -3.4733, 0.5774], [-0.2310, -3.9110, -0.8695], [-4.7416, -2.4485, -1.3338], [2.6791, 1.2763, 2.8449], [1.0170, 1.5946, -1.4723], [2.5709, -1.2811, 4.0477], [-4.1780, -2.0352, -0.0756], [2.2914, 2.2448, -4.3518], [0.8215, -3.1650, 0.8679], [-0.9672, 4.6282, -0.8435], [-4.0299, 2.7761, -0.4625], [5.6717, -0.2197, 0.7368], [-0.2037, 2.9722, 0.3246], [1.2878, -1.1807, -2.7048], [-0.4685, -2.3182, 3.1504], [1.6376, -1.9239, -4.6374], [-1.3977, -1.7543, 3.0600], [-1.0227, 0.2886, 4.8258], [2.0875, 3.7821, 0.5734], [0.5435, -4.6769, -1.0060], [-4.7352, -0.7594, 0.3152], [-1.7464, 4.1106, -1.4021], [0.9468, 5.0427, 1.0711], [0.4598, -3.1505, -3.1867], [5.0263, -0.3197, -1.9364], [-1.8967, 0.0416, -2.0042], [-3.8463, 1.3999, -2.1138], [0.2193, -4.0733, -3.6859], [-1.1423, -0.2786, 2.7744], [-1.5080, -4.9634, -2.2828], [3.3041, -0.0515, 2.4155], [-3.3405, -0.1177, -3.5578], [-3.4375, 2.0090, -0.9402], [1.3081, 4.4602, 0.2210], [-0.3986, 0.3826, 3.9360], [0.6684, -1.6062, -1.5697], [2.3489, -0.1025, -2.5899], [-1.7538, -5.4096, -0.5950], [2.6049, 1.3349, 3.9323], [0.5560, -0.0938, 4.1380], [-4.7831, 1.6740, -2.5796], [-1.4216, 5.0991, 0.0303], [4.6999, -0.2126, 0.2743], [3.4684, -0.1249, 0.9278], [-1.2748, -0.7562, -2.3746], [2.4776, -0.1516, 0.0265], [-3.0863, 0.2216, 3.4909], [-4.4249, -3.0158, 0.9456], [-0.5721, 5.4251, -1.4780], [-1.9036, 2.0596, 0.5554], [-0.3607, -0.0838, 1.5460], [1.1653, -2.0851, -3.6818], [-2.0250, -2.1988, 2.2909], [-1.9331, -1.8202, 4.0088], [1.6143, -1.4259, 2.5631], [4.3260, -0.0595, 2.8048], [0.6838, 2.8863, -1.5764], [3.3017, 2.1052, 2.5015], [-0.8614, -2.6412, 0.7209], [-0.2345, 1.4432, 3.7424], [2.6215, -1.3082, 2.9576], [0.2041, -2.8436, -1.8408], [-1.4897, 0.6423, -0.8739], [1.0241, 4.3873, -3.1831], [-2.3538, 1.5167, 2.5481], [3.1685, -0.2055, -3.4576]]}

***

{"formula": "C5H14N2S", "method": "ωB97M-V/def2-TZVPD", "spin_multiplicity": 1, "total_energy_ev": -19225.4022, "e_above_lowest_ev": 1.894, "symbols": ["H", "H", "H", "C", "H", "H", "C", "H", "H", "H", "H", "H", "H", "C", "H", "N", "H", "S", "N", "C", "H", "C"], "xyz": [[0.6508, -3.0714, -0.8036], [0.6353, 1.8712, -0.6872], [3.3079, 2.4219, 2.2456], [-1.5236, 0.5238, -0.4257], [-3.5109, -0.1737, -0.6458], [-1.8144, 1.4556, -0.0221], [1.9626, 1.0274, 0.8669], [0.1025, 1.9882, 0.9003], [-0.4226, -0.5642, 1.0088], [-2.5242, -0.8264, 0.5543], [-1.2710, 0.8761, -1.4442], [-0.7862, -2.6498, -1.4658], [2.3785, 0.1105, 0.2525], [-0.2247, -0.0959, 0.0890], [-0.5552, -2.5783, 0.3066], [0.4355, -0.9737, -0.8423], [1.6980, 0.3932, 1.7331], [3.2319, 2.2330, 0.9541], [-2.5635, -0.4563, -0.3336], [-0.0994, -2.3061, -0.7238], [0.3396, -0.5124, -1.8079], [0.5532, 1.3074, 0.2908]]}